# C18H20N2O3

One molecule with the formula C18H20N2O3 in a non-equilibrium geometry (ωB97M-V with the def2-TZVPD basis set, the OMol25 dataset).

The geometry in XYZ format:
```
43
C18H20N2O3 | the OMol25 dataset | ωB97M-V with the def2-TZVPD basis set
N -1.31435 -2.67458 1.19988
C -1.28801 -2.00628 -0.08252
C -2.69806 -2.02702 -0.71369
C -3.64700 -0.88639 -0.42169
C -3.49286 0.33240 -1.09117
C -4.25613 1.42594 -0.66412
C -5.23519 1.26385 0.30589
C -5.59321 -0.05375 0.75891
C -4.74844 -1.09482 0.45775
C -0.54259 -0.66786 -0.22294
O -0.84043 0.13219 -1.09472
N 0.54812 -0.37828 0.57329
C 1.26980 0.86003 0.46865
C 2.22201 0.74174 -0.77807
C 3.53824 0.07228 -0.42887
C 4.55078 0.92505 0.13832
C 5.83095 0.47548 0.51979
C 6.15146 -0.84448 0.22503
C 5.17406 -1.74420 -0.21012
C 3.89514 -1.33583 -0.53224
C 0.50217 2.17879 0.36909
O 0.93644 3.02063 -0.36631
O -0.62896 2.41898 1.05454
H -0.33093 -2.71893 1.50279
H -1.91860 -2.20711 1.87322
H -0.63048 -2.55831 -0.73304
H -3.16389 -2.97959 -0.77670
H -2.48984 -1.92546 -1.83713
H -2.76862 0.47641 -1.81932
H -4.17255 2.41684 -1.14954
H -5.86340 2.09879 0.57579
H -6.37061 -0.10834 1.53800
H -4.79625 -2.06082 0.97532
H 0.66410 -0.94896 1.40058
H 1.94727 1.00669 1.36371
H 2.46271 1.77155 -1.03489
H 1.72159 0.25006 -1.53759
H 4.23318 1.97805 0.19786
H 6.53372 1.14111 0.95516
H 7.11336 -1.18327 0.59018
H 5.45850 -2.83279 -0.33870
H 3.19569 -2.10941 -0.84239
H -0.99622 1.59948 1.34853
```

Values from the calculation:
Highest occupied orbital energy ... -8.86 eV
E_LUMO ... 0.2 eV
Calculated total energy ... -28112.6445 eV
Structure (SMILES) ... N[C@@H](Cc1ccccc1)C(=O)N[C@@H](Cc1ccccc1)C(=O)O
Gap between HOMO and LUMO ... 0.33394 Eh
Maximum force ... 4.06 eV Å⁻¹

# C18H20N2O5S2

One molecule with the formula C18H20N2O5S2 (ωB97M-V with the def2-TZVPD basis set, the OMol25 dataset).

The geometry in XYZ format:
```
47
C18H20N2O5S2 | the OMol25 dataset | ωB97M-V with the def2-TZVPD basis set
C 6.32515 1.32721 1.14983
C 5.72987 0.28139 0.23878
O 6.40894 -0.58741 -0.25992
C 4.26967 0.36424 -0.02285
C 3.45142 1.37462 0.47618
C 2.10112 1.39514 0.18809
C 1.52836 0.40173 -0.60565
N 0.16662 0.45504 -0.93618
C -0.61213 -0.65195 -1.11511
N -0.21038 -1.83565 -0.98522
C -0.79149 -2.99167 -0.62691
O -0.58161 -4.06380 -1.13413
C -1.67381 -2.86336 0.63104
C -3.09909 -3.35010 0.34957
C -3.88299 -2.62453 1.43762
C -3.13014 -1.29671 1.54650
O -1.79483 -1.52811 1.08426
S -2.21828 -0.19080 -1.74995
C -1.68300 1.55241 -1.94456
C -2.79894 2.52908 -1.70013
S -2.90808 2.60461 0.12671
O -3.95822 1.75435 0.60080
O -2.91692 3.97546 0.54661
C -1.26975 1.86972 0.48403
C -0.59109 1.68911 -0.87161
C 2.34162 -0.61347 -1.10947
C 3.68743 -0.62525 -0.81799
H 7.38679 1.12959 1.27292
H 6.19382 2.31745 0.71908
H 5.83831 1.30004 2.12200
H 3.85667 2.15748 1.09750
H 1.49492 2.18501 0.60251
H -1.19992 -3.47753 1.41245
H -3.41118 -3.01182 -0.64047
H -3.17512 -4.43262 0.39591
H -3.82215 -3.17645 2.37643
H -4.92853 -2.47615 1.18078
H -3.59049 -0.52160 0.92423
H -3.07708 -0.92882 2.57560
H -1.25953 1.65234 -2.94907
H -3.75302 2.19864 -2.09803
H -2.56048 3.52955 -2.05153
H -0.75432 2.55386 1.14885
H -1.43256 0.91119 0.97343
H 0.06578 2.53144 -1.11061
H 1.91508 -1.38777 -1.72386
H 4.32356 -1.40511 -1.20845
```

Values from the calculation:
Highest occupied orbital energy ... -9.01 eV
E_LUMO ... -0.1 eV
Calculated total energy ... -53878.2622 eV
Structure (SMILES) ... CC(=O)c1ccc(N2/C(=N/C(=O)[C@@H]3CCCO3)S[C@H]3CS(=O)(=O)C[C@H]32)cc1
Gap between HOMO and LUMO ... 0.32867 Eh
Maximum force ... 0.99 eV Å⁻¹

# C18H20N6O8

A 2-piece molecular cluster, C18H20N6O8 overall in a non-equilibrium geometry (ωB97M-V with the def2-TZVPD basis set, the OMol25 dataset).

The geometry in XYZ format:
```
52
C18H20N6O8 | the OMol25 dataset | ωB97M-V with the def2-TZVPD basis set
C 3.33485 2.25333 3.99756
O 2.91704 1.27224 3.03821
C 1.95064 0.48708 3.54187
O 1.54419 0.62651 4.68286
C 1.50894 -0.61506 2.59534
C 2.29246 -1.92396 2.89955
C 1.26599 -2.98634 3.24758
C -0.09930 -2.35534 2.98947
N 0.11126 -0.93461 2.80372
C -0.97557 -0.16580 2.52347
C -1.12515 1.21541 2.59328
C -2.36188 1.72848 3.26075
C -3.67314 0.99275 2.87569
C -3.38269 -0.10602 1.87449
C -2.24669 -0.98311 2.37353
H 3.98668 2.96162 3.49242
H 2.44620 2.75874 4.39060
H 3.84869 1.73515 4.81193
H 1.69843 -0.27758 1.56413
H 2.85089 -2.18215 1.99991
H 3.00471 -1.80121 3.72099
H 1.37401 -3.86498 2.61411
H 1.34553 -3.31012 4.28709
H -0.48290 -2.79120 2.05641
H -0.80270 -2.57638 3.80484
H -0.30557 1.92057 2.49227
H -2.20929 1.58416 4.34697
H -2.48448 2.81326 3.13933
H -4.12435 0.59146 3.79553
H -4.36888 1.71021 2.43321
H -4.25122 -0.72557 1.61882
H -2.98816 0.36523 0.96017
H -2.12115 -1.77504 1.63245
H -2.50081 -1.39591 3.36019
O -1.60353 2.92995 -5.68694
N -1.33217 2.07726 -4.86173
C -1.31919 2.00917 -3.47744
C -0.85951 0.74347 -3.11554
N -0.60061 -0.00987 -4.23387
O -0.82478 0.82978 -5.27767
C -0.86169 0.32112 -1.72205
N -0.69342 -1.10325 -1.45093
O -0.00048 -1.81843 -2.19073
O -1.29473 -1.56996 -0.44814
C -1.24362 1.25193 -0.72213
C -1.74426 2.50680 -1.14033
N -2.71736 3.29242 -0.50880
O -3.14676 3.32805 0.63927
O -3.34674 4.04992 -1.51748
N -2.75737 3.85862 -2.74039
C -1.79121 2.92471 -2.49983
H -1.12293 1.05161 0.33944
```

Values from the calculation:
Highest occupied orbital energy ... -7.33 eV
E_LUMO ... -2.2 eV
Calculated total energy ... -44296.9267 eV
Gap between HOMO and LUMO ... 0.18761 Eh
Maximum force ... 3.37 eV Å⁻¹